23
Properties=species:S:1:pos:R:3:nbo_charge:R:1 method="wB97M-V/def2-TZVPD" homo_ha=-0.340 max_force_ev_per_a=2.53 lumo_ev=0.4 molar_mass_g_mol=130.19
C 1.6799 -0.7479 0.3786 -0.181
C -0.9356 1.2553 1.8445 -0.727
C 1.9820 -1.1195 -1.0647 -0.623
C -0.6925 0.9679 0.3917 0.556
N 2.4192 0.4360 0.7355 -0.833
O -0.0631 1.7043 -0.3420 -0.567
H 1.9717 -1.5539 1.0568 0.193
H 2.0791 1.2238 0.1893 0.373
H 2.3070 0.6584 1.7182 0.357
H -0.2138 1.9815 2.2127 0.226
H -0.8479 0.3337 2.4163 0.240
H -1.9535 1.6158 1.9724 0.258
H 1.6008 -0.3409 -1.7246 0.206
H 3.0558 -1.2007 -1.2171 0.217
H 1.5253 -2.0730 -1.3242 0.204
C -1.6611 -0.2150 -1.7185 -0.699
C -1.7699 -0.0429 -0.2368 0.228
N -2.6856 -0.4603 0.5207 -0.613
H -3.4315 -0.9762 0.0524 0.345
H 0.4784 -0.6608 0.4034 0.133
H -0.8613 -0.9269 -1.9286 0.238
H -2.5910 -0.5875 -2.1466 0.218
H -1.3924 0.7289 -2.1895 0.250